{"formula": "C3H9O3", "method": "ωB97M-V/def2-TZVPD", "relative_energy_ev": 8.737, "homo_lumo_gap_ev": 6.30, "lumo_energy_ev": 2.644, "total_charge": -1, "total_energy_ev": -9390.99036, "elements": ["H", "C", "O", "H", "C", "O", "H", "C", "H", "H", "H", "O", "H", "H", "H"], "positions_angstrom": [[0.842, 0.279, -0.817], [1.775, -1.667, 0.417], [-1.356, 0.133, -0.613], [1.843, -1.666, -0.708], [0.042, 0.593, -0.149], [-3.451, 1.767, -1.295], [-0.932, 0.891, 0.346], [0.999, -0.299, 0.915], [1.925, 0.239, 0.748], [0.352, 1.716, 0.199], [-2.174, 0.678, -0.893], [2.994, -1.832, 0.884], [1.028, -2.385, 0.743], [0.425, -0.548, 1.828], [-4.313, 2.101, -1.606]], "lowdin_charge": [0.120, -0.576, 0.004, 0.087, -0.187, -0.566, 0.176, -0.111, 0.086, 0.207, 0.052, -0.316, 0.064, 0.101, -0.142]}